1.
Computed, not measured: C35H49BrClF12IN5O14P2 as an isolated structure, with the ωB97M-V functional and the def2-TZVPD basis.

* Kohn-Sham gap: 7.8 eV
* strongest force on any atom: 2.64 eV/Å
* net charge: +1
* E_tot: -7903.0756 Ha
* lowest unoccupied orbital energy: -3.4 eV

XYZ file:
```
120
C35H49BrClF12IN5O14P2, DFT the ωB97M-V functional and the def2-TZVPD basis
C -1.07646 -9.12443 0.10529
C -1.58891 -8.08593 1.07669
O -2.76617 -7.84121 1.11313
O -0.75585 -7.39729 1.90334
C 0.35815 -6.75577 1.23744
C -0.10613 -5.95513 0.02351
C 0.83656 -4.78549 -0.31537
C 0.03458 -3.55767 -0.85727
C 0.26534 -2.39654 0.10805
C -0.23545 -1.03340 -0.33488
N -1.70551 -0.68551 -0.23101
P -2.81956 -1.37605 -1.71442
N -3.10208 -2.99064 -1.41556
O -1.82676 -1.43231 -2.99097
C -1.69120 0.86473 -0.46454
Cl -2.96822 1.50755 -1.52510
C -1.55222 1.71882 0.83228
Br -3.19064 2.74822 1.32633
C -0.44996 2.75627 0.51649
C -0.71144 4.03455 0.04257
C 0.32073 4.91916 -0.23400
C 1.65157 4.56277 -0.05650
C 1.92222 3.27147 0.37710
C 0.89125 2.38720 0.66063
N -1.10073 0.97399 1.98602
P -0.85071 2.03282 3.40453
N 0.54969 1.43011 4.16024
O -2.01544 1.58758 4.47459
C -1.91598 -0.19943 2.28066
N -1.06651 -1.09863 3.11564
C -1.57331 -1.37185 4.19660
O -2.09166 -1.70801 5.15206
C -2.39711 -1.01752 1.03499
O -2.30598 -2.34981 1.34973
I -4.60901 -0.70695 0.95035
H -1.57809 -8.94007 -0.83928
H -1.39110 -10.10845 0.44168
H -0.00220 -9.04829 -0.03585
H 0.77797 -6.09296 1.98754
H 1.08165 -7.53327 0.99030
H -1.10771 -5.60310 0.26651
H -0.12939 -6.62423 -0.83590
H 1.59811 -5.11138 -1.01847
H 1.33833 -4.49904 0.61032
H 0.42374 -3.33366 -1.84851
H -0.99874 -3.88201 -0.85933
H -0.00182 -2.67320 1.12311
H 1.35345 -2.29712 0.14620
H 0.30462 -0.28807 0.24415
H 0.11121 -0.86936 -1.35505
H -2.57951 -3.64017 -1.99628
H -4.09006 -3.20957 -1.45263
H -1.52602 -0.53598 -3.20367
H -0.81071 1.08316 -1.04918
H -1.71709 4.38639 -0.13248
H 0.12778 5.92523 -0.57752
H 2.42252 5.28936 -0.25808
H 2.93442 2.92567 0.53527
H 1.12929 1.39376 1.01273
H 1.31768 1.39449 3.50153
H 0.40760 0.53145 4.61189
H -1.73906 1.94172 5.33249
H -2.79062 0.05024 2.88130
H -3.10462 -2.82538 1.09229
C -5.64071 7.27437 2.18848
C -5.55664 8.46073 1.25249
O -4.36447 8.41492 0.43970
C -4.37721 7.56065 -0.56846
O -5.27112 6.82913 -0.87652
C -3.05308 7.65463 -1.34298
F -1.99576 7.59559 -0.51849
F -2.97631 8.80369 -2.02260
F -2.93247 6.65813 -2.21994
H -4.74203 7.21176 2.80369
H -6.51007 7.36623 2.83779
H -5.72237 6.33901 1.63611
H -5.48584 9.38233 1.82489
H -6.43660 8.53857 0.61518
C 2.46204 9.55721 -4.28945
C 2.05181 8.38623 -3.42342
O 3.06777 7.36025 -3.39416
C 4.12638 7.60989 -2.63805
O 4.31741 8.58645 -1.97808
C 5.09594 6.41876 -2.69411
F 5.33749 6.02774 -3.95351
F 4.58914 5.35844 -2.03970
F 6.26364 6.71231 -2.13384
H 2.71102 9.21661 -5.29500
H 1.65315 10.28379 -4.35045
H 3.34238 10.05732 -3.88915
H 1.16594 7.90942 -3.83742
H 1.81128 8.69841 -2.40710
C 7.52933 4.36222 -4.28755
C 8.56384 3.91769 -5.29880
O 8.99651 2.56139 -5.06101
C 8.15528 1.60887 -5.42686
O 7.08294 1.76089 -5.93464
C 8.76957 0.23060 -5.13165
F 9.24701 0.16714 -3.88222
F 9.77996 -0.02178 -5.97195
F 7.86415 -0.73474 -5.27323
H 7.91747 4.23707 -3.27474
H 7.28171 5.39929 -4.44607
H 6.62032 3.76853 -4.36283
H 9.45762 4.53118 -5.21221
H 8.19888 4.01677 -6.32067
C -3.28423 -9.85190 3.50187
C -2.47895 -10.47310 4.62286
O -3.32598 -11.01462 5.65460
C -3.91605 -12.16819 5.37531
O -3.80641 -12.79402 4.36311
C -4.76034 -12.62546 6.57605
F -5.54529 -11.63714 7.02297
F -3.96624 -13.00874 7.58495
F -5.53695 -13.65181 6.24857
H -3.96224 -9.09309 3.89330
H -2.62820 -9.38761 2.76680
H -3.89406 -10.59687 2.99207
H -1.87263 -9.71242 5.11009
H -1.80260 -11.24580 4.25703
```

Löwdin atomic charge list, values in e, 6 entries: 0.0288 -0.5682 0.1018 -0.0150 -0.1610 -0.1637

***

2.
Computed, not measured: C35H49Cl2N2O2P3Zr as an isolated structure, with the ωB97M-V functional and the def2-TZVPD basis.

* Kohn-Sham gap: 8.6 eV
* strongest force on any atom: 1.62 eV/Å
* net charge: +2
* E_tot: -3614.2637 Ha
* lowest unoccupied orbital energy: -4.9 eV

XYZ file:
```
94
C35H49Cl2N2O2P3Zr, DFT the ωB97M-V functional and the def2-TZVPD basis
P -0.72175 -2.09050 1.86518
C -1.35822 -1.89502 3.53384
C -2.47193 -2.63412 3.96110
H -3.01243 -3.26368 3.25290
C -2.88248 -2.55135 5.29140
H -3.73670 -3.13680 5.62189
C -2.20466 -1.72833 6.19501
H -2.52868 -1.67316 7.23705
C -1.10996 -0.97740 5.75732
H -0.58079 -0.33142 6.45580
C -0.68583 -1.04790 4.42915
H 0.16279 -0.45119 4.09016
C -1.98900 -2.84069 0.83344
C -3.20169 -2.15295 0.62870
H -3.36671 -1.18366 1.10713
C -4.18614 -2.72374 -0.17704
H -5.11177 -2.17683 -0.35218
C -3.99157 -3.98841 -0.73393
H -4.77502 -4.44278 -1.34312
C -2.79957 -4.67690 -0.50560
H -2.64248 -5.66676 -0.92978
C -1.78783 -4.10875 0.26620
H -0.85272 -4.64515 0.45415
C 0.77290 -3.09040 1.96167
C 0.77861 -4.16710 2.86745
H -0.11500 -4.38276 3.45669
C 1.92124 -4.94967 3.00824
H 1.90695 -5.78615 3.70144
C 3.06613 -4.66487 2.26020
H 3.95681 -5.28582 2.37096
C 3.06556 -3.58750 1.37105
H 3.95380 -3.36201 0.78466
C 1.92995 -2.78712 1.22342
H 1.94325 -1.92340 0.55285
Zr 0.21379 2.17136 -0.44951
C -0.02962 1.22149 -2.53877
C -0.41711 -0.06026 -2.58213
H 0.07365 1.78717 -3.46291
C -0.61487 -0.82741 -1.27832
O 0.23576 -1.97737 -1.43408
H 0.23761 -2.53580 -0.62391
C -0.30495 -0.04492 -0.04198
H -1.68263 -1.12464 -1.20092
C -0.36208 -0.44873 1.22082
Cl 0.15206 4.05300 -2.03173
Cl -0.17402 2.69877 1.95886
P -2.42426 2.67085 -0.47715
C -2.69570 4.46556 -0.29436
H -2.47849 4.96546 -1.24904
H -2.01238 4.85716 0.47526
H -3.73835 4.63408 0.00907
C -3.31386 2.19717 -1.98794
H -3.27659 1.10160 -2.09831
H -2.81341 2.65820 -2.85269
H -4.35719 2.53536 -1.92206
C -3.34318 1.91530 0.89002
H -2.69999 1.92376 1.78179
H -3.59334 0.87595 0.63787
H -4.25308 2.50150 1.07250
P -0.58928 -1.02562 -4.11601
C -0.75564 0.18860 -5.41720
C -2.07016 -2.02726 -3.92600
H 0.15760 0.79320 -5.47092
H -1.61555 0.83929 -5.21589
H -0.90553 -0.32925 -6.37141
H -1.92648 -2.77996 -3.13846
H -2.27213 -2.53169 -4.88083
H -2.91818 -1.37888 -3.66661
C 0.83823 -2.07948 -4.38733
H 1.75332 -1.47605 -4.33583
H 0.75745 -2.53811 -5.38167
H 0.86949 -2.85713 -3.61509
H -0.20598 0.26578 2.04516
C 4.50585 1.38765 -1.23387
N 4.42376 2.72910 -0.69651
C 5.63190 3.55743 -0.73501
C 5.25544 4.98661 -0.46644
C 4.36503 5.02246 0.73909
N 3.13697 4.34648 0.34047
C 1.88623 4.95888 0.75040
C 3.24214 3.13942 -0.22887
O 2.22835 2.32898 -0.32846
H 4.24341 0.64739 -0.46458
H 5.53900 1.21942 -1.54904
H 3.84879 1.24914 -2.10673
H 6.34980 3.18317 0.01050
H 6.08959 3.42938 -1.72109
H 4.71635 5.38993 -1.33420
H 6.14022 5.60518 -0.31327
H 4.09006 6.03249 1.05904
H 4.82687 4.48639 1.58620
H 1.85338 5.04830 1.85142
H 1.81736 5.96737 0.29764
H 1.01948 4.38106 0.40365
```

Löwdin atomic charge list, values in e, 6 entries: 1.0913 -0.3122 -0.0711 0.1102 -0.0525 0.1167

***

3.
Computed, not measured: a 10-piece molecular cluster, C35H49F4N2O27S3 overall, with the ωB97M-V functional and the def2-TZVPD basis.

* Kohn-Sham gap: 7.9 eV
* strongest force on any atom: 4.52 eV/Å
* net charge: -1
* E_tot: -5097.9389 Ha
* lowest unoccupied orbital energy: 1.0 eV

XYZ file:
```
120
C35H49F4N2O27S3, DFT the ωB97M-V functional and the def2-TZVPD basis
C 35.01085 -1.23488 -4.55091
C 34.60013 -0.37002 -3.32416
O 34.92424 0.87336 -3.41870
O 34.05239 -0.94332 -2.37362
H 35.99205 -1.64627 -4.31409
H 35.15383 -0.63994 -5.45297
H 34.23453 -1.93573 -4.85791
C 35.91742 -5.56731 -6.24947
C 36.72602 -4.77006 -5.50911
C 37.12298 -3.50547 -5.92662
C 36.68368 -3.07148 -7.18344
C 35.85143 -3.95211 -7.96849
C 35.43844 -5.14812 -7.45116
N 36.96815 -1.72121 -7.73276
O 36.46558 -1.38535 -8.80337
O 37.74401 -1.03232 -7.13334
H 35.76473 -6.53258 -5.78973
H 37.01658 -5.08445 -4.51757
H 37.77433 -2.88954 -5.32430
H 35.42771 -3.62751 -8.90737
H 34.73004 -5.71681 -8.03525
C 38.64906 1.62540 -1.00536
C 39.66138 1.02247 -0.24401
C 40.13921 -0.27083 -0.55409
C 39.65072 -0.80297 -1.74682
C 38.64444 -0.20289 -2.50886
C 38.12719 1.00095 -2.12184
N 40.15134 -2.13099 -2.12243
O 40.94524 -2.66834 -1.39717
O 39.69645 -2.61929 -3.17017
H 38.39556 2.62255 -0.67702
H 40.07077 1.57406 0.58938
H 40.91044 -0.71580 0.05712
H 38.29408 -0.71005 -3.39566
H 37.29361 1.41383 -2.67055
O 32.73895 1.46082 1.67270
S 33.81727 0.45485 1.82301
O 34.36534 0.15002 3.15160
O 33.35852 -0.96095 1.11986
C 32.30538 -0.89086 0.21720
C 30.90696 -0.96754 0.85267
C 35.17522 0.96656 0.70800
H 32.37083 -1.71504 -0.49310
H 32.36245 -0.02597 -0.44371
H 30.94345 -0.30695 1.71892
H 30.63561 -1.94275 1.25693
H 30.07670 -0.62413 0.23555
H 34.82985 0.83680 -0.31766
H 35.99084 0.32288 1.03743
H 35.44423 2.00679 0.89148
O 33.71784 -4.85632 -11.02317
S 32.94113 -3.60841 -10.96190
O 31.74918 -3.42731 -11.76410
O 32.61206 -3.32352 -9.36209
C 31.88415 -2.19767 -8.99148
C 32.24336 -1.81608 -7.52497
C 34.11088 -2.13968 -11.23479
H 30.83116 -2.11578 -9.26095
H 32.34809 -1.40960 -9.58461
H 32.02076 -2.67881 -6.89707
H 31.66733 -0.92148 -7.28836
H 33.32655 -1.71892 -7.45161
H 34.88909 -2.36350 -11.96445
H 34.55253 -1.88944 -10.27020
H 33.57187 -1.26975 -11.61001
O 31.83367 4.73705 -8.48010
S 32.72596 4.51126 -7.34326
O 32.36464 5.07916 -6.04805
O 32.86105 2.81636 -7.12721
C 33.46143 1.95405 -8.08152
C 34.70267 1.19997 -7.57755
C 34.44608 4.99114 -7.68082
H 33.56400 2.53788 -8.99624
H 32.79395 1.16447 -8.42669
H 35.22797 1.77470 -6.81476
H 35.29635 0.79746 -8.39830
H 34.37936 0.28426 -7.08253
H 34.60625 4.63868 -8.69976
H 35.04104 4.39428 -6.98953
H 34.52972 6.06647 -7.52342
C 32.35384 -4.10255 -4.08140
C 31.95267 -4.07872 -2.61793
O 32.97359 -4.90782 -2.10398
C 34.09286 -4.84290 -2.90777
O 35.17046 -5.40151 -2.65905
O 33.75641 -4.36424 -4.06319
F 30.70932 -4.45754 -2.28435
H 31.95681 -3.19831 -4.54274
H 31.80973 -4.92269 -4.54980
H 31.99856 -3.10072 -2.13884
C 34.23854 3.62196 -1.84533
C 33.34709 4.47648 -2.67506
O 33.65715 5.69754 -2.09497
C 34.26595 5.62168 -0.90474
O 34.66529 6.57998 -0.24262
O 34.22499 4.29198 -0.59460
F 32.04756 4.25577 -2.45104
H 35.17736 3.42370 -2.36246
H 33.88398 2.60849 -1.65756
H 33.52091 4.47969 -3.75110
C 31.55029 0.81182 -4.61760
C 31.11178 1.09267 -3.18235
O 30.11632 0.02348 -3.07241
C 30.12039 -0.87156 -4.04359
O 29.71763 -1.99702 -4.00191
O 30.91106 -0.38107 -4.98879
F 30.44372 2.21268 -3.25487
H 32.63797 0.74201 -4.63120
H 31.28611 1.64443 -5.26956
H 31.92810 1.20559 -2.46893
C 35.87500 -2.64272 0.15611
C 35.16654 -3.75481 0.89257
O 36.22024 -4.27078 1.65887
C 37.01321 -3.29117 2.03084
O 37.81142 -3.35441 2.91838
O 36.82255 -2.32383 1.19669
F 34.70410 -4.74696 0.16408
H 35.28370 -1.74195 -0.00847
H 36.30416 -3.05884 -0.75535
H 34.34797 -3.34629 1.48515
```

Löwdin atomic charge list, values in e, 6 entries: -0.0045 -0.7263 -0.1082 -0.0341 0.0626 0.0355

***

4.
Computed, not measured: C35H49N2O5Ta as an isolated structure, with the ωB97M-V functional and the def2-TZVPD basis.

* Kohn-Sham gap: 6.7 eV
* strongest force on any atom: 0.71 eV/Å
* net charge: +2
* E_tot: -1905.3752 Ha
* lowest unoccupied orbital energy: -7.1 eV

XYZ file:
```
92
C35H49N2O5Ta, DFT the ωB97M-V functional and the def2-TZVPD basis
Ta -0.00839 -0.02899 0.21398
C -1.01577 -0.86962 2.04002
C -1.71452 -2.12106 1.71562
C -2.94219 -1.84429 1.14212
C -3.06697 -0.44696 1.04079
C -1.87655 0.20559 1.53832
C -1.95628 1.57171 2.19542
C -4.31947 0.20206 0.60040
C -3.96788 -2.83174 0.68381
C -1.20184 -3.47759 2.03237
C -0.42056 -0.75585 3.43303
H -0.97127 2.01317 2.35322
H -2.44042 1.50188 3.17266
H -2.52810 2.26784 1.58360
H -4.61344 -0.15385 -0.39021
H -4.27223 1.28570 0.60402
H -5.11811 -0.10698 1.28301
H -3.98436 -2.92987 -0.40458
H -4.96839 -2.52175 0.98652
H -3.78794 -3.81825 1.10710
H -0.89432 -4.01443 1.13063
H -1.99279 -4.07265 2.49200
H -0.35601 -3.44913 2.71247
H 0.32042 -1.52635 3.64041
H -1.22385 -0.85092 4.16954
H 0.05339 0.20641 3.59344
O 2.94694 -0.68340 -3.06045
C 2.06777 -1.02106 -2.16329
O 1.50210 -0.18129 -1.46357
C 1.84381 -2.51596 -2.10674
O 0.84164 -2.88076 -1.19294
C -0.40168 -3.23502 -1.77363
C -1.36227 -2.06055 -1.83633
O -2.31788 -1.97911 -2.53349
O -1.03866 -1.08454 -0.95236
H 3.09306 0.27937 -3.06788
H 1.64119 -2.86142 -3.12400
H 2.78564 -2.97150 -1.80057
H -0.28821 -3.63584 -2.78209
H -0.85795 -4.01168 -1.15731
C 2.77497 -3.27157 1.51317
C 2.87735 -1.78168 1.20374
C 4.08224 -1.47797 0.30710
C 2.95378 -0.91046 2.43696
C 3.76664 -1.30724 3.49362
C 3.92269 -0.50677 4.60963
C 3.26475 0.70729 4.68037
C 2.45142 1.15644 3.64554
C 1.74696 2.49601 3.82050
C 0.90346 2.53157 5.09939
C 2.75206 3.65309 3.83738
C 2.31951 0.32733 2.51743
N 1.53658 0.78512 1.37962
C 1.97661 1.94440 0.85457
C 1.25846 2.55432 -0.13938
C 1.51277 3.70792 -0.89650
C 0.49993 3.79885 -1.81971
C -0.36762 2.70079 -1.63003
N 0.06348 1.94646 -0.58381
C -1.52691 2.37468 -2.53699
C -1.05839 1.30612 -3.54126
C -2.70947 1.85577 -1.72736
C -1.96154 3.61936 -3.31726
H 2.57601 -3.84218 0.60468
H 1.98228 -3.47782 2.23076
H 3.70735 -3.64570 1.93351
H 1.96072 -1.50856 0.63813
H 5.00183 -1.62323 0.87469
H 4.07866 -0.44147 -0.03977
H 4.13608 -2.14343 -0.55398
H 4.29511 -2.24933 3.44109
H 4.55792 -0.82819 5.42350
H 3.38417 1.32262 5.56241
H 1.06315 2.65541 2.98323
H 1.53146 2.47277 5.98840
H 0.18676 1.71146 5.14590
H 0.34979 3.46931 5.15440
H 3.44249 3.55016 4.67504
H 2.23346 4.60524 3.94997
H 3.35476 3.70093 2.92877
H 2.89811 2.36924 1.23565
H 2.34882 4.37584 -0.75944
H 0.37279 4.56463 -2.56400
H -0.72527 0.39911 -3.03578
H -0.24194 1.68435 -4.15853
H -1.88481 1.03635 -4.19913
H -2.47443 0.90629 -1.25185
H -3.56501 1.68770 -2.38205
H -3.00312 2.57595 -0.96195
H -1.18604 3.96663 -3.99916
H -2.23452 4.43836 -2.65072
H -2.83511 3.37150 -3.91930
```

Löwdin atomic charge list, values in e, 6 entries: 2.0127 -0.3948 -0.1595 -0.1946 -0.1406 -0.3775